(1)
ORCA calculation (ωB97M-V with the def2-TZVPD basis set) on a molecular structure, C32H31Br2MoN5O7Se at a distorted geometry.

E_tot = -9656.1061 Ha
orbital gap (alpha / beta) = 6.02 / 6.04 eV
highest occupied orbital energy (alpha / beta) = -7.0 / -7.0 eV
E_LUMO (alpha / beta) = -1.0 / -1.0 eV

Structure (XYZ):
```
79
Properties=species:S:1:pos:R:3:forces:R:3:lowdin_charge:R:1
Mo 0.09126 0.50018 -1.69211 1.359 -0.611 -0.098 1.681
C -0.39821 2.63715 0.63277 -0.031 -0.078 0.026 -0.186
N 0.52873 1.91716 -0.22473 0.263 0.051 -0.262 -0.168
C 1.81809 2.38007 -0.10091 -0.385 0.183 0.030 -0.141
C 2.68016 1.72927 -0.89733 0.234 -0.295 -0.113 -0.312
C 4.12383 1.75959 -1.09835 -0.050 0.062 0.090 0.002
C 4.42899 0.85433 -2.02079 0.064 -0.092 -0.134 -0.001
C 3.16959 0.20823 -2.52916 -0.170 0.227 0.055 -0.371
N 2.09919 0.76555 -1.67889 0.340 0.333 -0.101 -0.099
C -0.05600 2.71336 2.10932 -0.079 0.072 0.075 -0.207
C 0.97580 2.01185 2.71571 -0.035 -0.226 0.050 -0.056
C 1.19699 2.12579 4.08533 -0.032 -0.023 -0.009 -0.085
C 0.38474 2.93240 4.86631 -0.023 0.019 -0.045 -0.097
C -0.66389 3.62461 4.26913 0.035 -0.039 -0.004 -0.087
C -0.87622 3.51321 2.90483 0.027 0.061 0.049 -0.051
H -1.37985 2.17860 0.59173 -0.038 -0.023 -0.071 0.084
H -0.52289 3.65870 0.24942 -0.004 0.020 0.037 0.134
H 2.07878 3.18940 0.56651 -0.043 -0.067 0.070 0.128
H 4.80540 2.40750 -0.56619 -0.030 -0.014 -0.026 0.113
H 5.40048 0.60694 -2.42305 -0.040 0.023 0.024 0.116
H 3.17711 -0.87518 -2.47571 -0.011 -0.028 -0.057 0.100
H 1.59995 1.35087 2.12737 -0.014 0.031 0.026 0.104
H 2.00823 1.57009 4.54020 -0.014 0.009 -0.011 0.105
H 0.56369 3.02310 5.93023 -0.008 -0.006 -0.014 0.099
H -1.31318 4.25202 4.86685 0.013 0.000 -0.006 0.101
H -1.69255 4.06067 2.44268 0.023 -0.005 0.010 0.114
Br -5.30492 4.43974 -2.51461 -0.074 0.031 -0.007 0.804
C -3.78535 3.35596 -2.31899 -0.122 -0.161 0.219 -0.663
C -2.67406 3.57514 -3.10068 0.215 -0.039 -0.123 -0.068
C -1.57630 2.75235 -2.90701 -0.037 0.106 0.008 -0.057
N -1.56806 1.77995 -1.99601 -0.046 0.291 -0.310 -0.028
C -2.66139 1.55638 -1.25699 -0.014 -0.567 0.411 -0.223
C -3.79066 2.32947 -1.38352 -0.214 0.199 -0.029 -0.037
C -2.57538 0.37674 -0.33016 -0.056 0.492 -0.450 -0.212
C -3.64279 -0.06014 0.41803 -0.207 -0.111 0.151 -0.036
C -3.51066 -1.25777 1.10870 -0.142 0.222 -0.057 -0.662
Br -4.92355 -1.87213 2.18285 -0.070 -0.028 0.013 0.800
C -2.36025 -2.00054 0.99049 0.253 -0.097 -0.060 -0.078
C -1.32050 -1.47020 0.24130 0.076 0.088 0.201 -0.070
N -1.40531 -0.27926 -0.34683 -0.189 -0.149 0.212 -0.006
H -2.65496 4.34596 -3.85664 0.029 0.012 0.033 0.114
H -0.67360 2.85442 -3.49301 0.001 -0.018 -0.025 0.116
H -4.66592 2.13916 -0.78177 -0.009 0.045 -0.042 0.108
H -4.57105 0.48911 0.44523 -0.005 -0.046 0.019 0.108
H -2.25610 -2.96348 1.46821 0.041 0.019 0.032 0.114
H -0.38626 -1.99326 0.09375 -0.063 0.018 0.050 0.095
O 1.21601 -2.12478 -1.48266 -0.283 0.172 0.297 -0.139
C 2.36189 -2.81726 -1.01116 0.191 0.000 -0.260 -0.249
C 2.59238 -2.58124 0.47152 -0.083 0.021 0.130 -0.157
C 1.84502 -3.58887 1.36211 -0.014 -0.018 -0.015 -0.134
C 1.15921 -3.07855 2.60856 0.042 0.021 0.026 -0.280
C 1.08604 -3.90759 3.72921 0.027 -0.023 0.022 -0.029
C 0.38649 -3.48756 4.84331 -0.008 -0.016 0.037 -0.068
C -0.23104 -2.24601 4.81427 0.000 0.036 -0.038 -0.066
C -0.10216 -1.48567 3.66507 0.087 0.027 -0.103 -0.139
N 0.58251 -1.87814 2.58571 -0.065 -0.029 0.071 0.114
H 1.20716 -2.09528 -2.46106 0.007 -0.113 -0.091 0.033
H 3.23964 -2.50250 -1.58064 0.066 -0.048 0.055 0.106
H 2.24003 -3.89258 -1.18747 0.004 -0.012 -0.082 0.124
H 2.31816 -1.55384 0.72470 -0.035 -0.023 -0.051 0.105
H 3.66432 -2.69055 0.64651 -0.005 0.111 0.102 0.115
H 2.53347 -4.37371 1.68125 -0.026 -0.066 -0.106 0.111
H 1.08365 -4.09749 0.75808 -0.054 0.053 0.028 0.122
H 1.57561 -4.87378 3.71643 -0.007 0.028 -0.007 0.111
H 0.32290 -4.11833 5.72144 -0.003 0.012 -0.012 0.107
H -0.79275 -1.87031 5.65880 0.002 -0.005 -0.017 0.103
H -0.57177 -0.50932 3.60096 0.042 0.042 -0.017 0.104
C -1.99985 -2.47561 -4.09964 -0.006 -0.044 -0.050 0.019
C -1.99393 -1.25271 -3.21908 0.326 -0.107 0.108 -0.615
O -3.01044 -0.62251 -2.97856 -0.113 0.124 0.041 0.053
O -0.81628 -0.96543 -2.72393 -0.577 0.058 -0.268 -0.257
H -2.67439 -2.31052 -4.93778 -0.004 -0.016 0.018 0.086
H -2.38522 -3.31717 -3.51965 0.016 0.007 -0.015 0.088
H -0.99744 -2.70824 -4.45114 -0.003 0.000 0.003 0.073
O 0.47745 0.96788 -3.83119 -0.020 -0.473 -0.002 -0.531
Se 1.56068 -0.01573 -4.63165 -0.082 -0.053 -0.303 0.990
O 1.61054 0.28187 -6.20248 0.058 0.074 0.566 -0.395
O 1.53973 -1.58405 -4.20387 -0.132 0.413 0.033 -0.420
O 3.05126 0.58253 -3.91949 -0.066 -0.047 0.064 -0.226
```
Forces are in eV/Å.



(2)
ORCA calculation (ωB97M-V with the def2-TZVPD basis set) on a molecular structure, C33H38N7O2OsS2.

E_tot = -2700.1875 Ha
orbital gap (alpha / beta) = 5.59 / 5.59 eV
highest occupied orbital energy (alpha / beta) = -15.8 / -15.8 eV
energy relative to the best compared isomer or geometry (same formula, charge and spin) = 16.9 kcal per mole
total charge = +3
E_LUMO (alpha / beta) = -10.2 / -10.2 eV

Structure (XYZ):
```
83
Properties=species:S:1:pos:R:3:forces:R:3:lowdin_charge:R:1
Os 0.37240 1.00318 -0.87671 -0.266 -0.169 0.137 1.137
C 0.64373 3.75818 -2.25480 -0.026 -0.086 0.027 -0.138
C 1.12464 3.87464 -0.83484 0.058 -0.008 -0.007 -0.149
N 0.31035 2.95146 0.00917 -0.150 0.028 -0.169 -0.189
C -1.06125 3.47789 0.33337 0.043 0.012 -0.005 -0.183
C -2.17889 3.06206 -0.62224 0.020 -0.065 -0.065 -0.339
S -1.90497 1.48422 -1.52197 0.034 0.140 -0.059 0.958
C -1.73094 2.06282 -3.25153 0.000 0.033 0.064 -0.345
C -0.28926 2.04642 -3.74203 -0.022 -0.055 0.100 -0.203
N 0.66276 2.31579 -2.62986 0.292 0.062 0.064 -0.184
H 1.25797 4.33932 -2.94230 0.008 0.023 0.022 0.154
H -0.37857 4.12203 -2.34428 -0.003 0.025 -0.017 0.118
H 1.04852 4.89675 -0.46196 -0.008 0.003 -0.008 0.144
H 2.16346 3.55095 -0.75717 0.003 0.032 0.024 0.131
H 0.80592 2.90096 0.89588 -0.052 -0.104 0.029 0.127
H -1.01761 4.56837 0.36215 0.025 -0.006 0.071 0.140
H -1.29491 3.12995 1.33329 -0.022 -0.046 0.036 0.102
H -2.36528 3.82382 -1.37522 -0.067 -0.012 -0.008 0.083
H -3.10018 2.92699 -0.05791 -0.003 0.028 0.013 0.097
H -2.18372 3.05120 -3.30247 -0.028 -0.012 -0.026 0.089
H -2.34210 1.39830 -3.85831 -0.008 0.010 -0.011 0.099
H -0.14681 2.79806 -4.52100 -0.030 -0.006 -0.024 0.148
H -0.04330 1.07711 -4.16146 0.001 0.045 -0.025 0.107
H 1.59203 2.10862 -2.99186 -0.176 0.115 -0.041 0.093
S 2.35072 0.14747 -0.25093 0.487 0.425 0.150 0.875
C 2.00865 -0.19037 1.37622 -0.126 0.565 0.121 -0.759
N 3.01360 -0.85489 2.03479 0.165 0.094 -0.087 0.112
N 3.11886 -1.06270 3.25976 -0.100 0.085 0.119 0.124
C 2.46542 -0.61758 4.43759 -0.002 -0.028 0.028 -0.187
C 1.70618 0.54774 4.52157 0.029 0.141 0.024 -0.020
C 1.22473 0.92976 5.75693 0.019 -0.027 0.010 -0.037
C 1.47441 0.15364 6.88722 -0.006 0.005 -0.019 -0.010
C 2.23825 -1.00283 6.79423 -0.006 -0.001 0.014 -0.023
C 2.75413 -1.38128 5.57088 0.016 -0.053 0.005 0.014
N 0.78738 -0.02125 1.86246 0.344 0.002 0.050 0.024
N -0.09663 0.32566 0.97042 0.094 0.001 -0.841 -0.166
C -1.41591 0.38539 1.54976 0.044 -0.054 -0.007 -0.281
C -2.46558 -0.26403 0.91620 -0.039 0.132 -0.092 -0.096
C -3.73308 -0.21566 1.48197 0.000 0.034 0.038 -0.047
C -3.94302 0.46705 2.67131 0.004 -0.014 0.006 -0.033
C -2.87698 1.08589 3.31697 -0.003 -0.012 -0.003 -0.036
C -1.60842 1.03373 2.76543 0.007 0.044 0.030 -0.036
H 3.91420 -1.67148 3.46203 -0.001 -0.009 0.001 0.192
H 1.52390 1.15776 3.65219 0.059 -0.017 0.126 0.088
H 0.65664 1.84518 5.84929 -0.001 0.007 0.013 0.120
H 1.08416 0.46355 7.84718 0.001 -0.001 0.004 0.130
H 2.44612 -1.59477 7.67423 0.002 -0.003 -0.002 0.130
H 3.37599 -2.26655 5.49301 0.002 0.002 0.003 0.133
H -2.27618 -0.83234 0.01648 -0.092 0.158 -0.004 0.079
H -4.55760 -0.72317 0.99894 -0.013 0.043 -0.011 0.117
H -4.93240 0.50420 3.10660 -0.002 0.004 0.001 0.125
H -3.03605 1.59997 4.25516 -0.005 0.005 -0.001 0.122
H -0.76835 1.49241 3.27310 -0.029 0.000 -0.013 0.101
C -3.66368 -3.67090 -0.13120 -0.079 -0.049 0.067 -0.014
O -2.61515 -3.27033 -1.02348 0.048 0.090 0.016 -0.075
C -1.38356 -3.07317 -0.50362 0.067 -0.209 -0.063 -0.241
C -1.07851 -3.01150 0.85029 0.137 -0.134 0.091 -0.002
C 0.23900 -2.82079 1.24633 -0.076 -0.251 -0.150 -0.056
C 1.25920 -2.70722 0.31073 -0.135 -0.527 -0.175 -0.115
C 0.96257 -2.78129 -1.04057 0.028 -0.168 0.158 -0.013
C -0.35190 -2.94245 -1.43864 -0.032 -0.159 -0.055 -0.138
N -0.71879 -3.14829 -2.80055 -0.018 0.077 0.138 0.179
C -0.16345 -2.74992 -3.90206 0.058 -0.037 -0.124 0.061
C 0.92466 -1.84043 -4.11937 -0.026 -0.005 0.018 -0.126
C 1.71278 -2.10598 -5.25528 -0.092 -0.051 0.006 0.011
C 2.84938 -1.38173 -5.52735 0.057 0.096 0.046 -0.033
C 3.19254 -0.34421 -4.66613 0.003 -0.076 -0.100 -0.013
C 2.39829 -0.01988 -3.57716 -0.083 -0.075 0.181 -0.057
C 1.23142 -0.73779 -3.27702 0.289 -0.039 -0.054 -0.382
O 0.37020 -0.44910 -2.31512 -0.660 0.387 0.136 -0.322
H -3.39148 -4.58501 0.39664 0.013 -0.004 -0.019 0.114
H -4.53349 -3.84954 -0.75401 0.006 -0.008 -0.012 0.110
H -3.88487 -2.87985 0.58685 0.031 -0.043 -0.028 0.074
H -1.85226 -3.13401 1.59411 -0.004 0.007 -0.006 0.127
H 0.46704 -2.79762 2.30398 -0.030 0.002 0.035 0.118
H 2.28953 -2.61178 0.62615 -0.079 -0.193 -0.114 0.095
H 1.75220 -2.74516 -1.77963 0.008 -0.044 0.059 0.135
H -1.51434 -3.77345 -2.90346 -0.038 0.055 0.032 0.182
H -0.56752 -3.22905 -4.78951 0.012 -0.018 0.018 0.164
H 1.43052 -2.92752 -5.90331 0.000 0.006 -0.005 0.134
H 3.46243 -1.61475 -6.38547 -0.006 0.003 -0.004 0.127
H 4.08717 0.23525 -4.85536 0.005 -0.007 0.008 0.130
H 2.71297 0.79788 -2.94368 0.125 -0.135 0.114 0.073
```
Forces are in eV/Å.



(3)
ORCA calculation (ωB97M-V with the def2-TZVPD basis set) on a molecular structure, C4H13O4 at a distorted geometry.

E_tot = -461.1433 Ha
orbital gap = 8.72 eV
highest occupied orbital energy = -4.6 eV
energy relative to the best compared isomer or geometry (same formula, charge and spin) = 43.4 kcal per mole
total charge = -1
E_LUMO = 4.1 eV

Structure (XYZ):
```
21
Properties=species:S:1:pos:R:3:forces:R:3:lowdin_charge:R:1
C -0.18066 -1.59409 -0.83813 -3.486 -0.347 -1.710 -0.409
O 1.02382 -1.98575 -0.48637 4.257 0.260 1.440 -0.135
C -1.06225 -1.22349 0.41020 0.757 -0.924 0.829 -0.181
C -1.60089 0.24417 0.41159 -0.573 0.417 0.695 -0.174
C -0.68825 1.38370 1.17710 -0.778 -0.478 -2.841 -0.315
O 0.44866 1.59951 0.44649 2.051 -0.264 -0.397 -0.262
H -0.24042 -0.75327 -1.53770 0.365 0.555 0.125 0.077
H -0.59543 -2.43342 -1.58044 0.096 1.123 1.867 0.129
H 1.55368 -1.20500 0.01236 -0.544 -1.053 -0.903 0.072
H -0.38944 -1.38559 1.33914 -0.793 0.344 -1.440 0.122
H -1.82167 -2.06919 0.53739 0.334 1.527 -0.145 0.099
H -1.75786 0.57928 -0.61972 0.184 0.017 0.063 0.087
H -2.60904 0.15262 0.83994 0.018 0.505 0.218 0.072
H -0.37746 0.89325 2.04527 -0.135 -0.384 2.383 0.062
H -1.12859 2.43813 1.29335 -0.412 -1.790 0.309 0.115
H 0.85391 2.04467 -1.45900 -0.138 0.701 2.690 -0.027
H 1.15495 0.82275 -2.19834 1.576 -3.750 0.674 -0.041
O 0.81555 1.64797 -2.29076 -1.505 2.972 -3.479 -0.017
H 2.81890 -0.05252 1.33560 1.005 -0.292 2.000 -0.059
H 1.37640 0.84323 0.64469 -0.427 0.439 -0.618 0.048
O 2.40609 0.05305 0.51736 -1.850 0.422 -1.760 -0.262
```
Forces are in eV/Å.



(4)
ORCA calculation (ωB97M-V with the def2-TZVPD basis set) on a single C8H13NO molecule at a distorted geometry.

E_tot = -442.4054 Ha
spin multiplicity = 3
orbital gap (alpha / beta) = 6.93 / 7.15 eV
highest occupied orbital energy (alpha / beta) = -6.0 / -9.9 eV
energy relative to the best compared isomer or geometry (same formula, charge and spin) = 22.5 kcal per mole
E_LUMO (alpha / beta) = 0.9 / -2.7 eV

Structure (XYZ):
```
23
Properties=species:S:1:pos:R:3:forces:R:3:lowdin_charge:R:1
C -2.45122 -0.71139 -0.59756 -4.129 -2.547 6.928 -0.024
C -1.49381 0.00689 -1.14684 5.135 2.939 -6.621 -0.030
C -2.24504 -0.51638 0.82518 -4.535 -4.242 -2.536 -0.178
C -0.63810 0.62850 -0.10421 1.979 -0.946 0.400 -0.521
C 1.57102 0.42362 -1.15784 -5.684 2.104 -0.410 -0.024
C 0.68195 -1.51073 0.25225 2.645 3.249 1.881 -0.009
C 1.42114 0.60102 1.38056 0.828 -0.076 -1.559 -0.039
C 0.83817 -0.01158 0.11662 -1.059 1.497 -0.979 -0.522
N -1.33259 0.29775 1.14589 3.023 4.321 -0.105 0.162
O -0.55135 1.97564 -0.45763 -0.421 0.763 0.534 0.015
H -3.32006 -1.22206 -0.93587 -0.219 -0.308 -0.660 0.103
H -1.24885 0.01472 -2.31545 -0.532 0.227 2.945 0.169
H -2.75395 -0.98392 1.64511 -0.673 -0.495 -0.047 0.106
H 2.50571 0.14602 -1.29437 4.491 -1.645 -0.382 0.021
H 1.51228 1.56364 -1.19547 0.253 -1.580 -0.217 0.110
H 0.90504 0.02106 -2.01347 1.383 0.722 0.956 0.107
H 1.64136 -1.88233 0.50779 0.757 -0.906 0.242 0.093
H -0.03006 -1.66084 0.96683 -1.677 -1.050 2.052 0.053
H 0.37243 -1.77538 -0.63836 -1.565 -2.306 -4.463 0.037
H 2.44420 0.16868 1.37721 -0.332 0.567 0.629 0.096
H 0.82814 0.23081 2.21943 0.321 0.727 0.215 0.082
H 1.48705 1.70727 1.17140 -0.005 -0.981 1.081 0.096
H -0.14346 2.48899 0.24881 0.017 -0.034 0.119 0.097
```
Forces are in eV/Å.